[1]
ORCA calculation (ωB97M-V with the def2-TZVPD basis set) on HO3S3 as an isolated structure at a distorted geometry.

Calculated values
- strongest force on any atom (eV Å⁻¹) = 4.585
- HOMO level (spin up / spin down) (eV) = -4.84 / -5.07
- energy above the lowest of the compared OMol25 structures with the same formula, charge and spin (kJ/mol) = 318.76
- HOMO-LUMO gap (spin up / spin down) (eV) = 5.55 / 7.05
- total charge = -1
- LUMO level (spin up / spin down) (eV) = 0.7182 / 1.9827
- DFT total energy (Ha) = -1420.84692

Geometry as XYZ:
```
7
Properties=species:S:1:pos:R:3:forces:R:3:mulliken_charge:R:1
O 0.275950 -0.066173 -1.642388 0.82 0.22 1.04 -0.549
O -0.389459 1.019450 0.556489 0.78 -1.64 -0.88 -0.448
O -1.950944 -0.031176 -0.838628 -0.83 -1.06 0.43 -0.629
S 2.197688 0.361498 1.198829 1.17 -0.91 0.28 -0.449
S -0.215246 -1.872652 0.404721 0.59 -0.85 1.19 -0.161
S -0.562743 -0.160999 -0.462639 -2.20 2.89 -2.79 0.964
H 0.644754 0.750051 0.783616 -0.32 1.35 0.73 0.272
```
Positions in Å, forces in eV/Å.

[2]
ORCA calculation (ωB97M-V with the def2-TZVPD basis set) on a 2-piece molecular cluster, BrH4N2P overall at a distorted geometry.

Calculated values
- strongest force on any atom (eV Å⁻¹) = 3.691
- SMILES = [H]/N=P/N.Br
- HOMO level (eV) = -9.38
- energy above the lowest of the compared OMol25 structures with the same formula, charge and spin (kJ/mol) = 160.60
- HOMO-LUMO gap (eV) = 9.88
- LUMO level (eV) = 0.5032
- DFT total energy (Ha) = -3027.25888

Geometry as XYZ:
```
8
Properties=species:S:1:pos:R:3:forces:R:3:mulliken_charge:R:1
H -0.080302 1.643107 0.701931 2.08 -0.47 -1.06 0.239
N 0.812462 1.435365 0.125129 -3.19 1.46 1.15 -0.519
P 1.442766 0.058653 0.386336 0.98 -0.41 -0.54 0.236
N 2.455711 -0.012779 -0.944376 2.31 -0.54 -1.08 -0.488
H 2.286411 0.627360 -1.777570 0.46 -1.01 1.80 0.285
H 3.446973 -0.451214 -0.887638 -2.64 0.97 -0.26 0.249
Br -4.845736 0.439816 -0.105029 -1.91 -0.39 -0.64 -0.219
H -6.260551 0.155727 -0.574758 1.92 0.38 0.64 0.217
```
Positions in Å, forces in eV/Å.

[3]
ORCA calculation (ωB97M-V with the def2-TZVPD basis set) on a 40-piece molecular cluster, H80O40 overall at a distorted geometry.

Calculated values
- strongest force on any atom (eV Å⁻¹) = 3.862
- expectation value of S² = 0.7558
- HOMO level (spin up / spin down) (eV) = -12.40 / -12.39
- energy above the lowest of the compared OMol25 structures with the same formula, charge and spin (kJ/mol) = 714.74
- HOMO-LUMO gap (spin up / spin down) (eV) = 9.46 / 3.10
- total charge = +1
- LUMO level (spin up / spin down) (eV) = -2.9318 / -9.2989
- spin multiplicity = 2
- DFT total energy (Ha) = -3057.03005

Geometry as XYZ:
```
120
Properties=species:S:1:pos:R:3:forces:R:3:lowdin_spin:R:1
H 0.106891 6.332536 1.377023 0.28 0.12 -0.64 0.000
H -1.342308 6.156855 1.811628 -0.61 0.22 -0.17 0.000
O -0.443795 6.134298 2.125385 -0.14 0.09 1.07 0.000
H 4.418016 0.224758 -4.555636 0.76 -0.61 0.50 0.000
H 3.314613 -0.991415 -4.597933 0.97 -0.01 0.55 0.000
O 3.568911 -0.098031 -4.818576 -1.77 0.74 -0.95 0.000
H -1.847073 -0.008259 0.714134 0.26 0.23 0.33 0.000
H -1.459863 -1.368376 1.370622 0.21 0.76 0.08 0.000
O -1.892785 -0.961270 0.592906 -0.42 -0.88 -1.08 0.102
H -3.441456 2.134907 3.262440 0.20 0.39 0.03 0.000
H -2.222536 2.835904 2.609082 0.08 -0.37 -0.08 0.000
O -2.747935 2.826459 3.412632 0.52 -0.49 0.42 0.000
H 0.818569 -1.190404 -4.075521 0.19 1.06 0.16 0.001
H -0.711573 -0.785959 -3.582469 1.00 1.23 0.28 0.002
O -0.083033 -1.436713 -3.886754 -0.57 -1.93 -0.28 0.173
H 3.568094 -2.958765 -4.806362 0.53 0.19 0.47 0.000
O 3.711586 -3.691452 -4.203921 -0.32 -0.98 -0.41 0.000
H 0.937765 -2.109431 0.479891 0.84 -0.64 0.13 -0.001
O 0.698865 -1.666861 1.292937 0.69 -1.82 2.10 -0.003
H 3.423082 2.320926 4.598873 -0.01 -0.02 -0.25 0.000
H 2.167980 1.478591 4.391659 -0.30 0.07 -0.01 0.000
O 2.898136 1.886276 3.913210 0.10 0.05 0.00 0.000
H 3.281918 2.662704 1.999809 0.60 0.05 -0.10 0.000
H 3.978897 2.911408 0.609210 -0.33 -0.19 0.44 0.000
O 3.594793 3.344140 1.385661 0.00 0.11 -0.09 0.000
H 1.665050 -4.452545 -3.990244 0.78 0.01 1.01 0.000
H 0.332098 -4.289800 -3.508254 -1.73 0.18 0.01 0.000
O 1.198960 -4.332933 -3.135962 0.69 -0.16 -0.85 -0.003
H 3.906919 -2.888399 1.351214 0.66 -0.29 0.56 0.000
H 3.329816 -3.752541 2.546981 0.86 0.15 -0.50 0.000
O 3.133284 -3.291325 1.731125 -3.08 0.01 -1.00 0.001
H -0.809442 1.696345 3.895489 0.16 -0.19 -0.41 0.000
O -0.042159 1.610603 4.482057 -0.64 0.29 -0.01 0.000
H 4.750067 -2.719922 3.676015 0.04 -0.38 0.10 0.000
H 5.787413 -2.540054 2.626261 -0.33 -0.94 -0.11 0.000
O 5.154176 -3.237924 2.964240 1.59 1.07 1.21 0.001
H 1.898137 2.974637 -3.946538 -0.16 -0.24 0.24 0.000
H 2.303310 1.717271 -4.772144 0.02 0.19 0.15 0.000
O 1.942588 2.611678 -4.834948 0.10 -0.08 -0.43 0.000
H 1.084668 3.313239 2.257766 0.01 -0.13 -0.70 0.000
H 0.006591 4.300329 2.395722 -0.33 0.81 -0.40 0.000
O 0.388696 3.729186 1.714472 0.28 -0.93 1.41 0.000
H 3.737611 5.786938 -1.342381 1.30 1.93 -0.74 0.000
H 4.337547 4.918308 0.045067 0.81 1.35 0.02 0.000
O 3.790374 5.129282 -0.700081 -2.16 -3.12 0.69 0.000
H 1.001103 -4.548104 -1.291007 0.56 1.18 -0.06 -0.001
H 0.075953 -5.032557 -0.349172 0.16 1.32 0.83 0.000
O 0.614141 -4.197030 -0.446812 -0.90 -2.03 -1.06 0.106
H -0.621702 2.181936 0.999131 0.52 -0.24 -0.45 0.000
H -0.470070 1.114796 -0.153566 0.22 0.36 -0.34 0.000
O -0.173460 1.357189 0.726277 -1.31 0.01 0.55 -0.001
H -4.379391 -1.593728 0.751977 0.04 0.64 -0.95 0.000
O -5.028244 -1.555271 1.435701 -0.48 -0.31 1.85 0.001
H 3.978823 0.458009 0.061227 -0.13 -0.15 -0.09 0.000
H 5.058995 0.056460 -1.006368 -0.25 0.04 0.13 0.000
O 4.707464 -0.152538 -0.133034 0.15 0.35 -0.06 0.000
H -3.329297 3.548878 -2.269775 -0.30 1.37 -0.66 0.000
O -4.252547 3.316015 -2.351515 -0.58 -2.25 1.20 0.000
H -2.419005 -2.803843 4.271682 -0.30 -0.19 -0.16 0.000
H -2.837212 -3.531702 3.004609 -0.35 0.00 -0.16 0.000
O -2.514987 -3.689402 3.894492 0.42 0.16 0.14 0.000
H -2.733391 4.448314 0.718857 -0.49 0.10 -0.53 0.000
H -3.031991 4.159454 2.167529 -1.31 0.38 -0.59 0.000
O -3.493932 4.301977 1.304464 1.48 0.11 0.57 0.000
H -2.735390 -1.923421 -0.377137 -1.04 -0.31 0.27 -0.001
H -3.731805 -3.172893 -0.270768 -0.08 0.12 0.01 0.000
O -3.258159 -2.601397 -0.884614 1.98 -0.11 -0.34 0.007
H -0.348794 -1.899604 -0.610322 0.84 0.43 0.12 -0.003
H -1.404517 -2.514432 -1.325472 -0.52 -0.76 -1.03 -0.001
O -0.662014 -1.887544 -1.545172 -0.75 0.10 1.30 0.615
H 5.516068 -0.663264 1.690523 0.27 -0.01 -0.40 0.000
H 6.586928 -1.319284 0.806931 -0.24 0.11 0.39 0.000
O 6.294456 -1.235536 1.726763 0.44 0.14 0.07 0.000
H -1.730962 -2.719444 -5.147694 0.02 -0.76 -0.24 0.000
H -2.163366 -4.141257 -4.865785 0.35 0.25 -0.16 0.000
O -1.557813 -3.633032 -5.416253 0.24 0.06 -0.20 0.000
H -1.385831 -2.036136 5.676222 0.34 0.41 0.07 0.000
H -0.651009 -1.032473 4.715149 -0.44 0.48 1.04 0.000
O -0.568670 -1.538115 5.528792 -0.05 -0.21 0.91 0.000
H -0.653432 -1.300049 3.385846 -0.69 -1.47 -0.38 0.000
H -0.186008 -0.221268 2.723209 -0.82 0.98 -0.77 0.000
O -1.081815 -0.557570 2.939115 1.39 0.19 0.59 0.004
H 2.004804 1.229275 1.700172 0.43 0.57 -0.43 0.000
H 1.726710 -0.083042 1.227410 0.60 -0.05 -1.02 0.000
O 2.272410 0.691887 0.940093 -0.29 -0.85 1.29 0.000
H 2.137648 -2.362203 -1.409300 0.72 -0.28 -0.88 0.000
H 2.883397 -1.620465 -0.433212 1.01 0.52 0.29 0.000
O 3.013197 -1.929549 -1.335489 -1.71 -0.51 0.18 0.000
H -0.582387 -3.638549 3.609538 0.32 0.44 -0.19 0.000
O 0.164242 -3.007793 3.473857 -0.11 -0.96 -0.33 0.000
H -3.310607 -4.830338 -3.636070 0.53 -0.80 -1.23 0.000
H -3.210340 -4.391066 -2.396229 1.51 0.13 0.77 0.000
O -2.548231 -4.727253 -3.046333 -2.32 0.46 0.89 0.000
H -5.632619 -0.811763 1.330627 0.44 -0.06 -0.35 0.000
H 4.073357 -3.478021 -3.338068 -0.11 0.73 -0.26 0.000
H -4.949635 3.787437 -2.782239 0.56 1.44 -0.36 0.000
H 0.974886 -2.389691 2.066033 -0.94 2.01 -2.67 0.000
H -0.496869 1.944402 5.264882 0.53 -0.02 0.54 0.000
H 0.796207 -3.233094 4.157057 0.18 0.09 0.41 0.000
O -4.768949 1.110484 3.239290 0.08 -0.70 0.03 0.000
H -5.411107 1.510890 3.829701 -0.21 0.08 0.13 0.000
H -4.620284 0.209156 3.575646 -0.14 0.39 -0.23 0.000
O -5.625151 -2.111077 -1.137938 -0.07 -0.78 -1.05 0.002
H -5.462765 -2.221883 -2.091459 -0.05 0.07 0.47 0.000
H -6.136029 -1.320708 -1.098447 -0.86 0.88 0.12 0.000
O -2.886688 -1.546163 -3.963214 0.06 0.41 0.00 0.001
H -2.092973 -1.219360 -4.416022 -0.75 0.11 -0.02 0.000
H -2.599330 -1.810552 -3.086214 -0.05 -0.31 0.09 0.000
O -1.842432 5.340639 -1.310767 1.30 1.33 1.01 0.000
H -1.689828 6.135191 -0.719394 -0.85 -1.16 -0.96 0.000
H -0.892653 5.250471 -1.558287 -0.69 -0.26 -0.08 0.000
O 0.771607 5.148737 -0.548007 -0.63 0.03 0.18 0.000
H 1.504397 5.627205 -0.156731 0.64 -0.21 -0.16 0.000
H 0.570480 4.439914 0.098365 0.37 0.58 0.14 0.000
O 1.230064 2.761978 -1.921132 -0.17 -1.34 -1.28 0.000
H 0.571109 3.251097 -1.448301 0.14 0.62 0.35 0.000
H 2.084713 2.880379 -1.520991 0.21 0.49 0.65 0.000
O -3.607166 1.270970 -3.911295 -0.43 0.62 0.09 0.000
H -3.532279 0.496484 -3.343619 -0.41 0.20 -0.08 0.000
H -4.163924 1.975756 -3.460737 1.15 -1.24 -0.19 0.000
```
Positions in Å, forces in eV/Å.